{"formula": "C13H19BBr2N2O6", "method": "the ωB97M-V functional and the def2-TZVPD basis", "symbols": ["C", "C", "C", "N", "C", "C", "Br", "C", "C", "Br", "O", "C", "C", "O", "C", "C", "O", "B", "N", "O", "C", "C", "O", "O", "H", "H", "H", "H", "H", "H", "H", "H", "H", "H", "H", "H", "H", "H", "H", "H", "H", "H", "H"], "coordinates": [[2.85885, 1.98437, 2.02643], [2.81481, 1.46701, 0.91409], [2.66054, 0.91567, -0.55823], [1.36913, 0.18700, -0.71812], [0.87666, -0.71384, 0.37348], [1.49488, -2.17423, 0.54608], [1.40105, -2.57770, 2.51925], [3.03651, -2.30696, 0.11482], [3.08416, -2.70831, -1.43076], [3.81170, -3.87636, 1.11145], [-0.46113, -1.02154, -0.11278], [-1.11338, 0.26733, -0.47714], [-1.85840, 0.60163, 0.91754], [-2.89854, 1.58880, 0.76664], [-3.44121, 1.86535, 2.04114], [-3.85123, 0.78343, 3.11590], [-3.62090, 3.03883, 2.33095], [-2.24479, -0.05598, -1.59574], [-2.16835, 0.24615, -3.03806], [-3.45284, -0.68172, -1.09942], [0.17969, 1.11707, -0.84820], [0.17508, 2.13997, -2.04722], [-0.59186, 3.11848, -2.08753], [1.03651, 1.87867, -3.04890], [2.81319, 2.79737, 2.80530], [2.72488, 1.84342, -1.22207], [3.56609, 0.28942, -0.85092], [1.33281, -0.43603, -1.54617], [0.79375, -0.31101, 1.42655], [0.81886, -2.95548, 0.06886], [3.67884, -1.42834, 0.40226], [3.75532, -3.61726, -1.56052], [2.03885, -3.08108, -1.70263], [3.33397, -1.86280, -2.13652], [-1.06295, 0.90963, 1.67012], [-2.25345, -0.40912, 1.27241], [-3.08911, -0.04434, 3.20975], [-4.84802, 0.29498, 2.85708], [-3.97035, 1.29512, 4.11874], [-1.73307, -0.49748, -3.59073], [-3.09187, 0.47938, -3.43571], [-4.16159, -0.17122, -1.55568], [0.25686, 1.82168, 0.05417]], "charge": 0, "e_lumo_ev": -0.44, "orbital_gap_ev": 7.8}

{"formula": "C13H19Cl2O5Pt", "method": "the ωB97M-V functional and the def2-TZVPD basis", "symbols": ["Pt", "O", "C", "O", "C", "C", "C", "C", "C", "O", "C", "C", "O", "O", "H", "H", "H", "H", "H", "H", "H", "H", "C", "C", "C", "C", "H", "H", "H", "H", "H", "H", "H", "H", "H", "Cl", "C", "Cl", "H", "H"], "coordinates": [[-0.45513, -0.19116, 0.46857], [2.14941, -3.51146, 0.24337], [1.30665, -2.66821, -0.02835], [0.68559, -1.95567, 0.85803], [0.99338, -2.38801, -1.49670], [1.42881, -0.97300, -1.91833], [1.63965, -0.91354, -3.42687], [0.17772, -1.01607, -3.93735], [-0.61280, -1.03529, -2.62720], [0.21471, -0.18764, -1.77928], [-0.50374, -2.40557, -1.95625], [-1.57489, -2.63933, -0.87950], [-2.05946, -3.75873, -0.79566], [-1.93641, -1.61029, -0.19516], [1.56545, -3.11984, -2.06585], [2.20678, -0.52845, -1.30299], [2.08498, 0.03971, -3.71079], [2.28348, -1.71774, -3.78186], [-0.08881, -0.15515, -4.54947], [-0.00763, -1.92030, -4.51783], [-1.61635, -0.62201, -2.66166], [-0.65033, -3.20472, -2.68246], [1.56867, 3.14691, 2.57148], [0.57717, 2.00912, 2.32920], [0.79671, 0.89707, 3.34718], [0.65008, 1.49259, 0.89133], [1.48182, 3.56540, 3.57923], [1.42146, 3.96087, 1.85712], [2.59403, 2.78337, 2.45178], [-0.43064, 2.41743, 2.49016], [1.81425, 0.50170, 3.27011], [0.12060, 0.05484, 3.18156], [0.65002, 1.25064, 4.37265], [1.70418, 1.30946, 0.63415], [0.29817, 2.27232, 0.20079], [-3.15067, 1.04239, 1.48530], [-4.06903, 2.29832, 2.27858], [-5.26298, 1.68312, 3.45686], [-4.61473, 2.85832, 1.52761], [-3.38020, 2.93863, 2.81849]], "spin_multiplicity": 3, "charge": -1, "relative_energy_kcal_mol": 18.19, "e_lumo_ev": [2.47, 2.47], "orbital_gap_ev": [6.8, 7.7]}

{"formula": "C13H19ClOSiYb", "method": "the ωB97M-V functional and the def2-TZVPD basis", "symbols": ["C", "C", "C", "H", "C", "C", "H", "H", "H", "H", "Yb", "Cl", "C", "C", "C", "H", "C", "C", "H", "H", "H", "H", "C", "Si", "C", "C", "O", "H", "H", "H", "H", "H", "H", "H", "H", "H"], "coordinates": [[0.93009, -2.29677, 0.32129], [1.00959, -2.07127, -1.08293], [-0.32452, -1.85578, -1.57276], [1.92511, -2.12541, -1.68755], [-1.20740, -1.95336, -0.45045], [-0.43311, -2.20136, 0.70738], [-0.85251, -2.31359, 1.69311], [1.77100, -2.54662, 0.97102], [-0.61885, -1.73946, -2.62677], [-2.29662, -1.93038, -0.46509], [0.31658, 0.31395, -0.05309], [1.38264, 2.49385, -0.18437], [0.12328, 2.85018, -4.76176], [-1.10928, 2.21117, -5.10970], [-0.79824, 0.97481, -5.75944], [-2.10843, 2.61150, -4.94335], [0.62625, 0.85158, -5.81702], [1.19571, 2.01129, -5.20172], [2.25839, 2.23318, -5.11703], [0.22742, 3.81908, -4.27627], [-1.51794, 0.26882, -6.17262], [1.17844, 0.03629, -6.28313], [1.18557, -1.16231, 4.10177], [-0.23370, 0.03263, 3.57750], [-1.85487, -0.56006, 4.39436], [0.30593, 1.72204, 4.28176], [-0.32267, 0.26151, 1.99428], [1.29775, -1.23028, 5.19910], [2.13223, -0.75492, 3.70234], [1.03955, -2.18505, 3.71566], [-1.69854, -0.51590, 5.48702], [-2.70070, 0.09491, 4.12465], [-2.12422, -1.59474, 4.12395], [1.31266, 1.94277, 3.88246], [-0.37483, 2.50511, 3.91111], [0.35821, 1.80259, 5.37633]], "spin_multiplicity": 2, "charge": -1, "relative_energy_kcal_mol": 0.00, "e_lumo_ev": [1.73, 1.14], "orbital_gap_ev": [4.4, 3.8]}

{"formula": "C13H19F3N", "method": "the ωB97M-V functional and the def2-TZVPD basis", "symbols": ["C", "C", "C", "C", "C", "C", "C", "C", "C", "C", "C", "H", "H", "H", "H", "H", "H", "H", "H", "H", "H", "H", "H", "H", "H", "H", "F", "C", "F", "F", "C", "N", "H", "H", "H", "H"], "coordinates": [[0.49828, -2.50286, -0.03149], [0.01366, -1.15169, 0.54945], [-0.42072, -0.12043, -0.50612], [-1.75571, 0.33499, -0.64682], [-2.92373, -0.29504, 0.07380], [-2.04010, 1.40643, -1.49147], [-1.07386, 2.00482, -2.29711], [-1.36102, 3.22405, -3.10814], [0.19163, 1.39684, -2.30531], [0.50966, 0.33561, -1.44943], [1.87481, -0.26364, -1.60467], [0.17617, -3.36925, 0.56598], [0.05916, -2.66953, -1.02119], [1.59590, -2.56518, -0.13574], [-0.88189, -1.42790, 1.11295], [-3.81784, 0.32847, -0.08635], [-3.16683, -1.30448, -0.30009], [-2.74951, -0.35280, 1.15602], [-3.05710, 1.81707, -1.51066], [-0.47662, 3.55850, -3.64836], [-2.15667, 3.06864, -3.84643], [-1.68983, 4.05642, -2.47415], [0.94868, 1.78391, -2.96407], [2.44422, 0.33624, -2.32598], [2.44095, -0.25626, -0.65826], [1.85657, -1.29652, -1.99621], [2.08035, -0.99856, 5.30299], [2.09212, -0.65183, 3.97573], [2.67482, 0.59458, 3.89278], [2.96222, -1.53101, 3.35323], [0.77873, -0.66296, 3.26819], [0.93088, -0.66772, 1.49100], [0.20761, -1.56064, 3.50515], [0.22906, 0.26303, 3.44339], [1.81827, -1.17725, 1.39993], [1.18765, 0.31592, 1.31744]], "smiles": "Cc1cc(C)c([C@@H](C)[NH2+]CC(F)(F)F)c(C)c1", "charge": 1, "e_lumo_ev": -3.93, "orbital_gap_ev": 8.2}

{"formula": "C13H19F3N5O4S3V", "method": "the ωB97M-V functional and the def2-TZVPD basis", "symbols": ["V", "C", "C", "N", "N", "C", "N", "S", "C", "C", "C", "C", "C", "N", "H", "H", "H", "H", "H", "H", "H", "H", "H", "H", "C", "C", "N", "H", "H", "H", "C", "S", "C", "O", "H", "H", "H", "H", "H", "H", "F", "C", "F", "F", "S", "O", "O", "O"], "coordinates": [[0.37252, -0.24665, 0.21560], [-4.01727, 0.21891, 0.74394], [-2.61226, 0.14202, 0.26712], [-1.64221, -0.40003, 0.93790], [-1.91035, -0.94173, 2.17389], [-0.89313, -1.40932, 2.88968], [-1.02417, -1.89435, 4.09053], [0.68246, -1.38219, 2.12794], [-2.17414, 0.67233, -1.02770], [-2.99624, 1.25920, -1.96537], [-2.43758, 1.73472, -3.15563], [-1.07602, 1.60862, -3.36174], [-0.30133, 1.00245, -2.37925], [-0.84096, 0.54625, -1.24801], [-4.07682, 0.52208, 1.79208], [-4.50936, -0.75408, 0.62650], [-4.59256, 0.94595, 0.17854], [-2.87024, -0.97400, 2.50450], [-1.91373, -1.92883, 4.58163], [-0.22438, -2.24940, 4.60542], [-4.05950, 1.35398, -1.79432], [-3.06868, 2.19913, -3.90376], [-0.60402, 1.96787, -4.26695], [0.76736, 0.88220, -2.51034], [-0.53943, -4.16573, -2.25473], [-0.28340, -2.96216, -1.49655], [-0.07899, -2.00673, -0.88831], [-1.60538, -4.23740, -2.48067], [-0.23182, -5.03716, -1.67262], [0.02549, -4.13578, -3.18915], [4.26346, 1.05318, -0.45752], [3.67341, -0.46403, 0.25797], [4.34430, -1.69158, -0.83941], [2.08472, -0.47851, -0.12658], [5.34156, 1.03961, -0.25477], [3.81665, 1.88286, 0.08539], [4.08161, 1.07714, -1.53050], [5.42276, -1.67437, -0.64097], [4.14356, -1.44748, -1.88083], [3.95515, -2.66464, -0.54323], [1.47190, 4.08855, 0.74817], [0.84188, 3.85257, 1.87526], [-0.45220, 3.99044, 1.74472], [1.32548, 4.52435, 2.86972], [1.14894, 2.01165, 2.27052], [2.51731, 1.65713, 2.13622], [0.30372, 1.55042, 3.30757], [0.45193, 1.36254, 0.83808]], "charge": 4, "relative_energy_kcal_mol": 0.00, "e_lumo_ev": -15.59, "orbital_gap_ev": 6.5}

{"formula": "C13H19HgN", "method": "the ωB97M-V functional and the def2-TZVPD basis", "symbols": ["C", "C", "C", "C", "C", "Hg", "N", "C", "C", "H", "H", "H", "H", "H", "H", "H", "H", "H", "H", "C", "C", "C", "C", "C", "C", "H", "H", "H", "H", "H", "H", "H", "H", "H"], "coordinates": [[-3.49992, -2.05731, -1.07217], [-4.21864, -0.97447, -0.47303], [-3.69413, -0.78510, 0.83894], [-2.67222, -1.75220, 1.05702], [-2.53607, -2.52665, -0.13039], [-0.38009, 0.74991, 2.14201], [0.19289, -0.12800, -1.76196], [-1.11860, 1.26723, -2.77772], [-2.11044, 1.82739, -2.02314], [-4.01630, -0.04365, 1.56667], [-5.01701, -0.39254, -0.93181], [-2.10009, -1.89135, 1.96980], [-1.83522, -3.34220, -0.28821], [-3.66152, -2.44145, -2.07692], [-3.10881, 1.38978, -1.92254], [-1.36660, 0.44844, -3.46788], [0.49213, -0.94908, -2.32756], [-1.96261, 2.71986, -1.40650], [-0.18117, 1.82890, -2.92271], [2.86643, 1.91705, 1.45141], [2.57456, 0.44713, 1.07036], [3.53488, 0.06229, -0.06665], [2.87575, -0.45528, 2.28470], [1.10327, 0.29560, 0.59942], [0.73118, 0.04354, -0.65325], [3.89617, 2.00407, 1.83531], [2.17625, 2.28716, 2.22655], [2.78464, 2.56819, 0.56539], [4.56869, 0.19027, 0.27582], [3.40022, -0.98701, -0.36312], [3.41417, 0.71546, -0.94196], [2.18781, -0.25864, 3.12320], [2.76533, -1.51238, 1.99293], [3.91509, -0.26497, 2.60798]], "charge": -2, "relative_energy_kcal_mol": 0.00, "e_lumo_ev": 5.18, "orbital_gap_ev": 4.4}